C41H114N16O17 | wB97M-V/def2-TZVPD

For the electronic energy, the calculation gives -3785.697648 Ha. The value obtained for the lowest unoccupied orbital energy (spin up / spin down) is 0.04816 / 0.04814 Ha. The calculation puts the HOMO energy (spin up / spin down) at -0.7 / -6.5 eV. The value obtained for the gap between HOMO and LUMO (spin up / spin down) is 2.0 / 7.8 eV.

ORCA input file:
```
! RIJCOSX wB97M-V def2-TZVPD def2/J DEFGRID3
* xyz -1 2
C -39.16299 10.82544 4.36775
C -38.96923 10.07992 3.07870
C -40.33934 10.05477 2.42277
C -40.26757 9.50208 1.00234
C -39.30376 10.29447 0.17195
C -37.88741 10.46077 0.82574
N -38.07901 10.86226 2.21539
O -36.87271 11.22615 2.82067
C -37.03547 9.18502 0.64184
C -37.22762 11.67502 0.14303
C -38.53084 8.58243 3.40252
H -39.54512 11.83165 4.19560
H -38.24763 10.92242 4.95153
H -39.91980 10.29587 4.94644
H -41.01097 9.49453 3.07327
H -40.81171 11.03469 2.35389
H -41.22619 9.48225 0.48391
H -39.97982 8.45423 1.08787
H -39.72153 11.23236 -0.19402
H -39.14366 9.74840 -0.75771
H -36.15267 9.04654 1.26602
H -37.73093 8.34582 0.65553
H -36.61832 9.09654 -0.36129
H -36.16170 11.77218 0.34917
H -37.24054 11.48653 -0.93047
H -37.68358 12.63580 0.38197
H -38.65347 7.84581 2.60851
H -39.07996 8.21022 4.26740
H -37.46831 8.54665 3.64309
H -36.57214 10.33220 2.99985
C -45.09113 9.74805 5.98433
C -44.94156 11.13037 5.28606
C -43.73442 11.11967 4.25026
C -43.94839 10.40514 2.91043
C -45.25900 10.91468 2.15484
C -46.53937 10.89144 3.14263
N -46.17351 11.55342 4.46031
O -47.27834 11.73114 5.28249
C -47.61135 11.71923 2.40644
C -47.06316 9.46428 3.31770
C -44.63139 12.16552 6.39296
H -44.35134 9.73089 6.78465
H -44.75335 8.96085 5.31029
H -46.09946 9.57853 6.36198
H -43.23097 12.08559 4.29073
H -42.90589 10.52067 4.62822
H -43.95700 9.35170 3.19029
H -43.09995 10.62197 2.26140
H -45.42104 10.25447 1.30280
H -45.20309 11.90440 1.70160
H -47.29123 12.76029 2.36395
H -47.84505 11.41430 1.38638
H -48.57045 11.77307 2.92153
H -46.35403 8.71037 3.65952
H -48.01444 9.43240 3.84887
H -47.46919 9.07015 2.38608
H -45.22436 12.03464 7.29815
H -44.76011 13.16760 5.98385
H -43.57149 12.15817 6.64721
H -47.53771 10.83744 5.51833
C -37.65608 9.18924 -3.55088
O -36.79202 10.06295 -3.42475
N -37.42981 7.98192 -3.27359
N -38.88848 9.33903 -3.88857
H -38.18798 7.41303 -2.92481
H -36.47839 7.74210 -3.03407
H -39.23536 10.23436 -4.20187
H -39.46905 8.56146 -4.16861
C -35.28108 12.91665 5.72991
O -35.59112 13.76266 6.51475
N -34.42119 13.05749 4.78756
N -35.81741 11.74355 5.82100
H -34.05242 13.98460 4.63080
H -34.25152 12.31430 4.12499
H -36.30162 11.46767 6.66334
H -35.58489 11.02792 5.14727
C -33.90491 10.01720 3.34178
O -34.91021 9.66963 3.95614
N -33.94242 10.33310 2.05878
N -32.73822 10.29400 3.82864
H -33.24621 10.86598 1.55734
H -34.76289 9.96797 1.59660
H -32.05663 10.75090 3.23977
H -32.52543 10.20827 4.81224
C -33.95257 9.23328 -1.82013
O -34.40601 8.18948 -2.24918
N -32.93267 9.34414 -1.02809
N -34.45042 10.37796 -2.06143
H -32.47906 8.46202 -0.83783
H -32.46536 10.22838 -0.88718
H -35.33251 10.40355 -2.55270
H -34.11596 11.16082 -1.51797
C -34.12314 14.89266 1.45900
O -34.89430 15.64503 1.96918
N -32.98668 15.18628 0.96269
N -34.39729 13.64799 1.32537
H -32.74780 16.16669 1.00549
H -32.24309 14.55137 0.70958
H -33.61947 13.09176 1.00027
H -35.30921 13.38899 1.67380
C -38.55548 14.72973 3.09884
O -39.04034 15.74610 3.57610
N -37.30096 14.41670 3.19765
N -39.29548 13.81199 2.48787
H -36.71451 15.20695 3.42500
H -36.95583 13.60250 2.70974
H -38.97172 12.88069 2.26887
H -40.20299 14.11019 2.15985
C -37.83379 15.24525 -1.40822
O -37.03570 15.64670 -2.25246
N -38.71066 14.24795 -1.57659
N -37.88050 15.65389 -0.18612
H -39.40484 14.14211 -0.85063
H -38.71386 13.77962 -2.47144
H -37.15492 16.29109 0.10984
H -38.46723 15.20998 0.50584
C -42.74311 15.54797 1.18606
C -42.33330 14.03706 1.10908
O -41.33372 13.98935 0.10727
H -42.68754 16.08081 0.23679
H -42.02814 16.09346 1.80199
H -43.65773 15.74869 1.74399
H -43.22978 13.48360 0.82961
H -41.81175 13.64155 1.98066
H -41.74886 14.26871 -0.71200
C -43.22560 7.41755 -1.62406
C -42.84602 7.19143 -3.10462
O -41.47910 7.03319 -3.29549
H -44.31502 7.39169 -1.59992
H -42.91059 8.36174 -1.17977
H -42.78590 6.63165 -1.00995
H -43.02595 8.05673 -3.74257
H -43.37071 6.33137 -3.52067
H -41.25371 7.39408 -4.15605
C -35.43672 6.40150 5.27857
C -34.62773 5.32731 6.02630
O -35.59104 4.31507 6.14613
H -36.15146 6.79462 6.00155
H -35.96577 6.07217 4.38427
H -34.82978 7.22723 4.90725
H -34.29965 5.54646 7.04239
H -33.78807 4.95853 5.43716
H -35.12587 3.49450 6.32470
C -41.35847 5.91890 2.57345
C -42.74496 6.11324 3.22980
O -42.98720 5.07011 4.12780
H -41.27189 6.62226 1.74527
H -41.18405 4.90562 2.21158
H -40.68134 6.17527 3.38824
H -43.44634 6.14142 2.39591
H -42.74768 7.08228 3.72884
H -42.43470 4.31828 3.90175
C -41.70035 11.35772 -2.25589
C -42.31483 10.92111 -3.60451
O -42.24118 12.12989 -4.41242
H -40.76228 11.85858 -2.49515
H -41.57843 10.47870 -1.62298
H -42.33863 12.07633 -1.74177
H -43.38251 10.71715 -3.52348
H -41.93213 10.00643 -4.05729
H -41.34589 12.28417 -4.72269
C -37.57118 5.72069 -0.23818
C -39.09160 5.85202 -0.51717
O -39.14673 6.25533 -1.83300
H -37.33843 5.38856 0.77356
H -37.05034 6.67279 -0.33992
H -37.12743 5.01515 -0.94060
H -39.46552 6.71863 0.02805
H -39.68318 4.96205 -0.30247
H -40.05007 6.54920 -1.97166
C -37.50442 8.82857 7.81549
C -37.63900 10.00174 8.79904
O -36.78840 11.01067 8.43275
H -36.56238 8.29988 7.96090
H -37.45938 9.28689 6.82756
H -38.39012 8.19372 7.83980
H -37.50901 9.72163 9.84439
H -38.70103 10.24126 8.74590
H -36.98698 11.80430 8.93506
C -41.64528 8.00152 6.54807
C -40.66347 6.87131 7.06789
O -39.57386 6.63976 6.23024
H -41.11466 8.88951 6.20454
H -42.25960 8.27759 7.40510
H -42.31713 7.63012 5.77427
H -41.24789 5.99279 7.34130
H -40.30727 7.34015 7.98517
H -38.96998 6.05134 6.68925
*
```

C41H119N5O16 | wB97M-V/def2-TZVPD

For the electronic energy, the calculation gives -3110.858681 Ha. The value obtained for the energy relative to the best compared isomer or geometry (same formula, charge and spin) is 4.763 eV. The value obtained for the lowest unoccupied orbital energy is 0.01734 Ha. The calculation puts the HOMO energy at -8.8 eV. The value obtained for the gap between HOMO and LUMO is 9.3 eV.

ORCA input file:
```
! RIJCOSX wB97M-V def2-TZVPD def2/J DEFGRID3
* xyz 0 1
C -5.16890 0.18929 -0.19492
C -5.87315 0.05886 -1.49457
O -5.27887 1.00266 -2.48444
H -5.46052 1.10604 0.39108
H -4.09499 0.14976 -0.26103
H -5.42417 -0.68412 0.37631
H -6.91789 0.34172 -1.31918
H -5.82135 -0.99504 -1.88440
H -5.03779 0.50756 -3.33668
C -2.34554 4.32490 -1.71229
C -3.63612 3.92159 -2.35650
O -4.45111 3.28075 -1.37082
H -2.52968 5.14771 -1.03629
H -1.62795 4.73916 -2.43562
H -1.77673 3.61616 -1.14993
H -3.43304 3.19780 -3.16830
H -4.16947 4.78247 -2.80244
H -4.86937 2.52568 -1.82593
C 1.29976 -2.13243 4.71729
C 1.03022 -3.37621 5.51332
O -0.31395 -3.83041 5.34719
H 2.35741 -1.95156 4.90068
H 0.63617 -1.29801 5.04485
H 1.16109 -2.26740 3.63624
H 1.27019 -3.23991 6.63326
H 1.58071 -4.17755 5.10711
H -0.83223 -3.05653 5.49659
C -2.34614 -3.01297 2.11810
C -2.97764 -4.00329 3.14575
O -2.07082 -5.02087 3.55785
H -2.99780 -2.20890 1.80711
H -1.95993 -3.54514 1.25441
H -1.40660 -2.68948 2.62807
H -3.77297 -4.54589 2.65322
H -3.45255 -3.52305 4.02416
H -1.36472 -4.58634 4.07919
C 2.70713 2.34145 -1.78868
C 3.16278 3.72172 -2.22403
O 2.24292 4.65907 -1.71005
H 1.69115 2.10003 -2.19798
H 2.57660 2.17094 -0.73960
H 3.45296 1.66226 -2.22970
H 3.11321 3.83054 -3.33017
H 4.19590 3.77570 -1.85491
H 2.56484 5.51584 -1.51270
C 2.66999 2.03328 3.51812
C 2.04976 0.88318 2.78262
O 2.01017 1.13858 1.34615
H 3.54502 2.23280 2.95495
H 2.94083 1.69678 4.52697
H 2.06368 2.92655 3.68715
H 1.02955 0.75912 3.09228
H 2.58398 -0.00875 3.02222
H 1.02006 1.12072 1.04265
C 3.21096 -5.22777 1.02428
C 3.85471 -3.88381 1.42466
O 3.00497 -2.74993 1.48553
H 2.22183 -5.40800 1.54494
H 3.81999 -6.12783 1.18425
H 3.04035 -5.30476 -0.06913
H 4.69538 -3.69450 0.79829
H 4.29158 -3.95303 2.47905
H 3.29485 -2.13595 0.73858
C 0.80768 0.37903 -4.49512
C 1.27597 -0.27917 -5.76361
O 0.20586 -0.81491 -6.49358
H 1.72582 0.68753 -4.01548
H 0.23163 -0.32436 -3.92302
H 0.16855 1.24741 -4.59019
H 1.95087 -1.11450 -5.47903
H 1.83088 0.36863 -6.39159
H 0.46505 -1.38254 -7.17380
C 6.03614 -0.78762 0.26734
C 4.99851 0.25096 -0.08722
O 3.73276 -0.34713 0.09380
H 5.78904 -1.24015 1.25529
H 7.02930 -0.37715 0.31553
H 6.02996 -1.61692 -0.43702
H 5.04984 0.73666 -1.09223
H 5.04094 1.14023 0.55136
H 3.01331 0.21706 0.48634
C -4.73293 4.03491 2.13483
C -3.28976 3.92796 1.76982
O -3.05055 2.77079 1.01813
H -4.91008 4.87034 2.84211
H -5.11172 3.15525 2.64999
H -5.32307 4.07244 1.20045
H -2.69222 3.90533 2.67319
H -2.99040 4.73110 1.17497
H -3.62036 2.81738 0.22104
C 0.52073 4.41810 1.35451
C 0.16294 5.84977 1.68748
C 1.42935 6.72418 1.82295
O 0.97772 8.04168 2.11953
C 1.82245 9.07947 1.73336
N -0.71477 6.33938 0.60128
H 0.87390 4.39561 0.30666
H -0.24425 3.70339 1.64007
H 1.40713 4.14624 1.98108
H -0.43981 6.02795 2.62666
H 1.98596 6.78456 0.86499
H 2.15090 6.33758 2.53872
H 2.17968 8.92808 0.69646
H 2.70256 9.20694 2.36727
H 1.09266 9.95497 1.79773
H -0.93015 7.33865 0.60874
H -0.49306 6.05183 -0.35436
C 0.35868 1.80769 6.33837
C -0.54634 2.97349 5.83368
C -1.68498 2.23099 5.11107
O -1.17669 1.52251 3.98639
C -2.19131 0.65460 3.48627
N -1.09928 3.75025 6.93724
H 1.24306 2.11230 6.94061
H 0.76131 1.23661 5.49259
H -0.35501 1.19821 6.89907
H 0.05597 3.59005 5.03396
H -2.43236 2.97361 4.76758
H -2.06133 1.61766 5.94435
H -3.04464 1.07198 2.96095
H -2.61148 -0.01518 4.25078
H -1.68907 0.03297 2.74645
H -0.34256 3.94147 7.58347
H -1.54517 4.61124 6.61489
C -1.99593 0.21680 -1.61125
C -1.19600 0.03877 -0.35384
C 0.02366 -0.93315 -0.55514
O -0.48785 -1.96153 -1.36025
C 0.54904 -2.62995 -2.11910
N -0.62875 1.24182 0.28459
H -2.76368 0.95951 -1.57436
H -2.50682 -0.75375 -1.80602
H -1.39076 0.33360 -2.47504
H -1.92721 -0.37847 0.36902
H 0.37790 -1.23279 0.41694
H 0.86013 -0.41184 -1.09403
H 1.36160 -1.87930 -2.35545
H 0.06163 -3.00271 -3.03395
H 0.94152 -3.45732 -1.51799
H -0.17949 1.77483 -0.45164
H -1.34323 1.86260 0.71056
C -4.04211 -1.85062 -5.27828
C -3.10858 -3.01784 -4.92540
C -2.75607 -2.99507 -3.48145
O -3.91966 -3.21649 -2.71605
C -3.70893 -3.66529 -1.42951
N -3.74195 -4.19476 -5.46605
H -5.01645 -2.05512 -4.78158
H -4.15087 -1.69350 -6.33651
H -3.80331 -0.90908 -4.82479
H -2.14335 -2.82971 -5.40390
H -2.23805 -2.00914 -3.33426
H -2.00583 -3.78663 -3.27245
H -3.17283 -2.97101 -0.78428
H -3.19332 -4.62052 -1.39340
H -4.65025 -3.81730 -0.95254
H -4.54848 -4.54238 -4.97916
H -3.06507 -4.97354 -5.57066
C 2.33186 -4.39614 -4.09218
C 3.21641 -3.13720 -4.01008
C 4.15869 -3.24522 -2.81385
O 5.19487 -4.12504 -3.14878
C 6.06762 -4.29949 -2.05274
N 3.87711 -2.86075 -5.29839
H 2.78421 -5.16693 -4.65321
H 1.37274 -4.18983 -4.58009
H 2.23042 -4.77299 -3.05657
H 2.52743 -2.34230 -3.79193
H 3.69361 -3.62054 -1.91363
H 4.62088 -2.23540 -2.61550
H 6.50186 -3.38253 -1.65336
H 6.81102 -4.99386 -2.37757
H 5.60970 -4.83552 -1.20826
H 4.40122 -1.96412 -5.33071
H 4.50029 -3.63743 -5.51941
C -0.50317 -5.88681 -0.65798
O 0.32968 -6.17126 -1.82253
H -0.37992 -4.85093 -0.20051
H -1.55975 -5.99038 -0.95355
H -0.26152 -6.57389 0.11142
H 1.22149 -6.44926 -1.53073
*
```